(1)
# C5H13N3

A 2-piece molecular cluster, C5H13N3 overall (the ωB97M-V functional and the def2-TZVPD basis, OMol25).

CARTESIAN COORDINATES (ANGSTROEM)
C1 1.0668 -1.8240 0.6569
C2 0.8249 1.6516 1.0611
C3 0.3472 0.7847 -0.0692
N1 1.6974 -2.4671 -0.4512
N2 0.9782 0.7891 -1.1980
H1 2.0257 -3.4046 -0.2349
H2 2.2684 -1.8190 -0.9894
H3 0.5301 0.1757 -1.8837
H4 0.5173 -2.5167 1.2951
H5 1.7698 -1.2258 1.2377
H6 0.5841 2.6975 0.8589
H7 1.9103 1.5608 1.1580
H8 0.3536 1.3537 1.9995
C4 -2.0989 1.0515 -1.2051
C5 -1.3304 0.5589 -0.0197
N3 -1.8703 0.1212 1.0561
H9 -2.8889 0.0156 0.9635
H10 0.2103 -1.0250 0.2843
H11 -1.4952 1.7127 -1.8302
H12 -2.9802 1.6182 -0.8902
H13 -2.4199 0.1909 -1.7995

frontier orbital gap	9.310	eV
energy relative to the best compared isomer or geometry (same formula, charge and spin)	249.5	kJ/mol
LUMO energy	0.739	eV
HOMO level	-8.57	eV
SMILES	[H]/N=C(C)\C(C)=N\[H].CN

=====

(2)
# C5H13N3

A single C5H13N3 molecule (the ωB97M-V functional and the def2-TZVPD basis, OMol25).

CARTESIAN COORDINATES (ANGSTROEM)
C1 1.5125 -0.3563 -0.4045
C2 1.2546 -1.1070 -1.6742
C3 -0.2772 1.6848 -0.6275
C4 -1.9991 -0.2033 0.5772
C5 0.3334 0.5410 0.1630
N1 2.6058 -0.5182 0.2302
N2 -0.2366 -1.1285 1.7815
N3 -0.5921 -0.5623 0.5588
H1 0.7535 -0.6819 -2.5719
H2 0.8183 -2.0006 -1.3436
H3 2.2860 -1.4245 -1.9358
H4 0.1319 2.5966 -0.3087
H5 -1.3439 1.8520 -0.6292
H6 0.0628 1.6200 -1.6672
H7 -2.4706 -1.1079 1.0570
H8 -2.2855 0.6474 1.2632
H9 -2.4794 -0.0469 -0.3404
H10 0.6006 1.0374 1.1253
H11 2.4689 0.0300 1.0884
H12 0.8182 -1.1899 1.6893
H13 -0.4709 -0.6772 2.6198

frontier orbital gap	9.185	eV
energy relative to the best compared isomer or geometry (same formula, charge and spin)	277.1	kJ/mol
LUMO energy	0.915	eV
HOMO level	-8.27	eV
SMILES	[H]/N=C(/C)[C@@H](C)N(C)N

=====

Copy entry 2 word for word.
# C5H13N3

A single C5H13N3 molecule (the ωB97M-V functional and the def2-TZVPD basis, OMol25).

CARTESIAN COORDINATES (ANGSTROEM)
C1 1.5125 -0.3563 -0.4045
C2 1.2546 -1.1070 -1.6742
C3 -0.2772 1.6848 -0.6275
C4 -1.9991 -0.2033 0.5772
C5 0.3334 0.5410 0.1630
N1 2.6058 -0.5182 0.2302
N2 -0.2366 -1.1285 1.7815
N3 -0.5921 -0.5623 0.5588
H1 0.7535 -0.6819 -2.5719
H2 0.8183 -2.0006 -1.3436
H3 2.2860 -1.4245 -1.9358
H4 0.1319 2.5966 -0.3087
H5 -1.3439 1.8520 -0.6292
H6 0.0628 1.6200 -1.6672
H7 -2.4706 -1.1079 1.0570
H8 -2.2855 0.6474 1.2632
H9 -2.4794 -0.0469 -0.3404
H10 0.6006 1.0374 1.1253
H11 2.4689 0.0300 1.0884
H12 0.8182 -1.1899 1.6893
H13 -0.4709 -0.6772 2.6198

frontier orbital gap	9.185	eV
energy relative to the best compared isomer or geometry (same formula, charge and spin)	277.1	kJ/mol
LUMO energy	0.915	eV
HOMO level	-8.27	eV
SMILES	[H]/N=C(/C)[C@@H](C)N(C)N

=====

> Among the records above, which one has the highest HOMO level?

number 2